Density functional theory data (ωB97M-V with the def2-TZVPD basis set) for a structure of composition C8H12N2O.

Properties
- 2S+1 = 1
- ΔE to the lowest compared entry with this formula, charge and spin (kJ/mol) = 624.1
- Kohn-Sham gap (alpha / beta) (Ha) = 0.309 / 0.311
- highest occupied orbital energy (alpha / beta) (hartree) = -0.3083 / -0.3258

Last column: Löwdin charge in e.
Element x y z (Å)
C  0.980  1.334  0.247  -0.34
C  0.932  -1.254  0.050  -0.36
C  0.739  0.107  -0.666  -0.26
C  -0.589  0.098  0.168  -0.10
C  2.253  2.056  0.371  -0.02
C  0.926  0.301  -2.139  -0.04
C  -3.279  -0.202  -0.289  0.10
C  -0.821  -1.743  1.843  -0.04
N  -0.042  1.263  0.987  0.18
N  -0.315  -1.172  0.665  -0.08
O  1.778  -2.118  0.037  0.10
H  3.087  1.262  0.768  0.15
H  2.110  2.789  1.114  0.06
H  2.748  2.263  -0.627  0.10
H  0.585  -0.586  -2.742  0.09
H  2.043  0.450  -2.453  0.11
H  0.401  1.147  -2.657  0.09
H  -3.281  -0.640  -1.233  -0.03
H  -3.623  0.823  -0.425  0.00
H  -3.615  -0.710  0.598  -0.01
H  -0.206  -2.620  2.127  0.11
H  -0.918  -0.868  2.578  0.12
H  -1.894  -1.978  1.680  0.08